Entry 1:
The following is a quantum chemistry calculation of a cluster of 23 separate species, C23H92O23 in total in a non-equilibrium geometry, from OMol25.

Output
**Kohn-Sham gap**: 0.3571 Eh
**Charge**: 0
**DFT total energy**: -2661.5262 hartree
**Highest occupied orbital energy**: -9.54 eV

CARTESIAN COORDINATES (ANGSTROEM)
C 1.267 -1.242 5.476
O -0.137 -1.642 5.605
H 1.634 -1.064 6.486
H 1.901 -1.938 4.926
H 1.176 -0.273 4.985
H -0.101 -2.498 6.039
C -0.937 -2.974 -2.167
O -2.226 -3.181 -2.623
H -0.952 -2.127 -1.481
H -0.657 -3.936 -1.738
H -0.251 -2.694 -2.967
H -2.387 -2.621 -3.386
C 2.247 0.525 -2.763
O 0.953 0.285 -2.832
H 2.835 0.564 -3.680
H 2.381 1.472 -2.240
H 2.767 -0.172 -2.105
H 0.742 0.125 -1.909
C -0.251 1.418 -6.043
O -0.734 0.931 -4.780
H 0.277 2.364 -5.922
H 0.504 0.735 -6.433
H -0.985 1.525 -6.842
H -0.039 0.536 -4.248
C -2.591 0.484 4.826
O -2.161 -0.578 3.991
H -1.763 1.164 5.028
H -3.503 0.879 4.379
H -2.899 0.013 5.760
H -1.444 -1.020 4.451
C 3.470 -6.045 -0.533
O 3.068 -7.344 0.001
H 2.982 -5.375 0.175
H 4.559 -6.069 -0.489
H 3.218 -5.877 -1.580
H 2.432 -7.747 -0.594
C -0.184 -0.793 0.758
O 0.816 -0.230 -0.096
H 0.010 -1.857 0.892
H -0.187 -0.424 1.784
H -1.154 -0.634 0.287
H 1.440 0.247 0.456
C 6.816 -0.859 -2.328
O 6.793 0.308 -1.498
H 6.154 -1.584 -1.855
H 6.540 -0.561 -3.340
H 7.727 -1.415 -2.549
H 5.859 0.513 -1.408
C -3.412 -3.033 1.679
O -3.628 -1.737 2.114
H -2.646 -3.590 2.220
H -4.342 -3.586 1.808
H -3.078 -3.059 0.642
H -2.919 -1.453 2.696
C 5.255 4.459 -2.195
O 4.468 3.421 -1.693
H 6.211 4.009 -2.464
H 4.887 4.964 -3.089
H 5.324 5.173 -1.375
H 4.541 3.400 -0.736
C 1.401 2.530 6.052
O 2.717 2.062 5.948
H 0.866 2.041 5.238
H 1.030 2.268 7.043
H 1.312 3.617 6.026
H 3.229 2.621 5.358
C -3.869 -5.717 -1.564
O -2.454 -5.783 -1.691
H -4.245 -5.501 -2.564
H -4.237 -6.716 -1.327
H -4.190 -4.926 -0.887
H -2.114 -4.923 -1.948
C -1.700 2.311 2.342
O -0.948 2.667 1.163
H -1.792 1.227 2.413
H -1.177 2.626 3.245
H -2.714 2.700 2.251
H -1.380 2.464 0.331
C 0.610 4.296 -1.945
O 0.897 3.802 -3.314
H -0.339 3.905 -1.579
H 1.353 4.042 -1.189
H 0.621 5.379 -1.819
H 0.849 2.844 -3.364
C 6.501 -2.534 1.202
O 7.037 -2.491 2.431
H 7.314 -2.600 0.479
H 6.077 -3.535 1.124
H 5.757 -1.771 0.976
H 7.815 -3.053 2.429
C 2.623 -2.727 -1.162
O 2.986 -1.818 -0.172
H 1.868 -3.406 -0.765
H 2.196 -2.283 -2.061
H 3.525 -3.326 -1.286
H 2.128 -1.409 -0.040
C 1.449 4.932 1.722
O 0.988 3.981 2.613
H 2.525 5.018 1.569
H 0.902 4.941 0.779
H 0.995 5.800 2.198
H 0.236 3.575 2.175
C -3.064 4.992 0.095
O -4.222 4.221 -0.187
H -2.358 4.552 -0.610
H -3.159 6.069 -0.042
H -2.895 4.697 1.130
H -3.976 3.336 -0.464
C -2.626 0.981 -1.641
O -3.024 1.653 -0.404
H -1.807 1.452 -2.186
H -2.421 -0.065 -1.413
H -3.365 0.870 -2.434
H -3.636 1.068 0.048
C 2.971 1.136 2.453
O 2.258 1.602 1.284
H 3.904 1.690 2.348
H 2.452 1.466 3.352
H 3.043 0.049 2.414
H 1.425 2.055 1.435
C -5.405 1.293 1.826
O -4.847 0.408 0.921
H -5.987 0.701 2.533
H -4.553 1.820 2.254
H -6.007 2.114 1.437
H -4.604 -0.416 1.349
C -6.255 -1.116 -1.344
O -7.184 -1.712 -2.169
H -5.824 -0.157 -1.631
H -6.794 -1.008 -0.403
H -5.409 -1.788 -1.199
H -7.993 -1.195 -2.144
C -3.787 -1.161 -5.242
O -2.604 -1.176 -4.425
H -3.615 -1.163 -6.318
H -4.436 -2.007 -5.016
H -4.426 -0.310 -5.007
H -2.108 -0.359 -4.516

Results of the Löwdin charge analysis, in e, for atoms 1 through 4:
1. C -0.079
2. O -0.143
3. H 0.087
4. H 0.087

Entry 2:
The following is a quantum chemistry calculation of a structure of composition C24H11Cl4CsN4O6, from OMol25.

Output
**Kohn-Sham gap (spin up / spin down)**: 0.2432 / 0.1395 Eh
**Charge**: -2
**DFT total energy**: -3452.6440 hartree
**Highest occupied orbital energy (spin up / spin down)**: -3.06 / -0.86 eV

CARTESIAN COORDINATES (ANGSTROEM)
Cs -0.251 1.299 0.758
O -2.595 0.534 5.037
C -1.874 0.185 4.084
O -2.087 0.237 2.858
C -0.503 -0.414 4.506
C -0.313 -0.808 5.829
C 0.901 -1.346 6.214
C 1.910 -1.463 5.266
C 1.636 -1.038 3.975
N 0.464 -0.536 3.594
H -1.137 -0.663 6.511
H 1.063 -1.667 7.237
H 2.881 -1.871 5.513
H 2.397 -1.108 3.203
O -2.004 -5.606 -4.631
N -1.652 -5.383 -3.435
O -1.672 -6.314 -2.576
C -1.401 -4.066 -3.064
C -1.452 -3.099 -4.061
C -1.206 -1.738 -3.791
C -1.255 -0.748 -4.797
C -1.009 0.561 -4.476
C -0.719 0.889 -3.142
N -0.670 -0.018 -2.180
C -0.893 -1.301 -2.485
C -0.833 -2.302 -1.418
N -0.540 -1.839 -0.190
C -0.538 -2.677 0.825
C -0.803 -4.035 0.675
C -1.077 -4.533 -0.580
C -1.102 -3.664 -1.690
H -1.684 -3.420 -5.064
H -1.488 -1.041 -5.815
H -1.034 1.343 -5.225
H -0.518 1.913 -2.851
H -0.337 -2.247 1.800
H -0.800 -4.691 1.536
H -1.287 -5.575 -0.748
Cl 3.629 8.065 0.422
C 2.701 6.709 -0.128
C 1.789 6.883 -1.206
Cl 1.630 8.445 -1.939
C 1.041 5.830 -1.663
Cl -0.072 6.005 -2.965
C 1.145 4.505 -1.089
O 0.468 3.552 -1.486
C 2.108 4.321 0.039
O 2.247 3.210 0.570
C 2.850 5.484 0.469
Cl 3.946 5.240 1.775

Results of the Löwdin charge analysis, in e, for atoms 1 through 4:
1. Cs 1.025
2. O -0.050
3. C -0.695
4. O -0.183

Entry 3:
The following is a quantum chemistry calculation of a structure of composition C24H12CeF4N6O2 in a non-equilibrium geometry, from OMol25.

Output
**Kohn-Sham gap (spin up / spin down)**: 0.1721 / 0.1975 Eh
**Multiplicity**: 2
**Charge**: +1
**DFT total energy**: -2274.9837 hartree
**⟨S²⟩**: 0.7972
**Highest occupied orbital energy (spin up / spin down)**: -10.91 / -11.60 eV

CARTESIAN COORDINATES (ANGSTROEM)
Ce -0.341 0.142 -0.092
C 1.113 4.345 0.854
C 1.051 3.003 0.222
O -0.001 2.296 0.409
C 2.083 2.557 -0.649
C 2.271 1.230 -0.970
C 2.919 0.782 -2.240
N 1.920 0.227 -0.102
N 2.086 0.538 1.260
C 1.245 0.195 2.177
O -0.031 -0.174 1.935
C 1.667 0.256 3.584
C 0.738 0.540 4.584
C 1.137 0.529 5.910
C 2.450 0.210 6.236
C 3.372 -0.081 5.239
C 2.985 -0.054 3.910
H 0.651 5.075 0.182
H 2.141 4.647 1.038
H 0.541 4.344 1.780
H 2.662 3.317 -1.158
H 3.156 1.625 -2.884
H 2.259 0.102 -2.788
H 3.826 0.222 -2.012
H -0.285 0.771 4.317
H 0.424 0.761 6.689
H 2.756 0.186 7.274
H 4.390 -0.335 5.499
H 3.695 -0.267 3.121
F -1.907 -3.426 4.254
C -1.079 -3.297 3.229
C 0.239 -3.634 3.406
F 0.601 -4.102 4.587
C 1.242 -3.428 2.419
C 0.738 -2.949 1.197
C -0.588 -2.671 1.035
F -0.931 -2.208 -0.239
C -1.553 -2.706 2.042
C -2.821 -2.030 1.926
C -2.855 -0.996 1.017
N -2.670 -0.122 0.248
C -3.938 -2.222 2.788
N -4.858 -2.383 3.459
F 1.539 -2.639 0.172
C 2.626 -3.620 2.658
C 3.152 -4.087 3.893
N 3.643 -4.463 4.864
C 3.613 -3.289 1.685
N 4.436 -3.019 0.927

Results of the Löwdin charge analysis, in e, for atoms 1 through 4:
1. Ce 1.650
2. C 0.033
3. C -0.346
4. O -0.120

Entry 4:
The following is a quantum chemistry calculation of a structure of composition C24H13AuBBrCl3F12O3P, from OMol25.

Output
**Kohn-Sham gap (spin up / spin down)**: 0.2168 / 0.2791 Eh
**Multiplicity**: 3
**Charge**: 0
**DFT total energy**: -6803.0678 hartree
**⟨S²⟩**: 2.0109
**Highest occupied orbital energy (spin up / spin down)**: -6.49 / -9.88 eV

CARTESIAN COORDINATES (ANGSTROEM)
Au 0.978 -0.868 0.195
F 2.483 5.742 -1.886
C 1.860 4.681 -1.386
C 0.489 4.701 -1.209
F -0.213 5.781 -1.535
C -0.140 3.582 -0.687
F -1.463 3.663 -0.521
C 0.555 2.431 -0.342
P -0.411 0.954 0.159
C -1.075 1.303 1.788
C -2.033 0.433 2.309
C -2.489 0.608 3.604
C -1.976 1.633 4.389
C -1.002 2.480 3.882
C -0.547 2.316 2.582
C -1.741 0.849 -1.051
C -3.069 1.120 -0.748
C -4.038 0.999 -1.733
C -3.677 0.620 -3.018
C -2.348 0.359 -3.324
C -1.381 0.464 -2.340
C 1.949 2.447 -0.486
Br 3.104 1.075 0.122
C 2.586 3.558 -1.013
F 3.907 3.599 -1.159
H -2.404 -0.393 1.713
H -3.234 -0.065 4.005
H -2.330 1.764 5.403
H -0.589 3.265 4.500
H 0.221 2.975 2.197
H -3.352 1.443 0.245
H -5.072 1.210 -1.497
H -4.435 0.525 -3.784
H -2.066 0.052 -4.321
H -0.350 0.225 -2.573
F 1.288 -0.849 3.126
B 2.534 -1.041 3.560
F 2.768 -0.785 4.836
Cl 4.966 -2.247 -0.767
C 4.955 -1.955 0.970
Cl 5.686 -3.430 1.807
Cl 6.081 -0.594 1.350
C 3.596 -1.673 1.428
O 3.571 -1.365 2.771
O 2.555 -2.094 0.824
C -1.775 -3.658 -1.798
C -0.393 -3.155 -1.374
O -0.596 -1.964 -0.714
C 0.464 -2.927 -2.637
F 1.592 -2.248 -2.383
F 0.802 -4.079 -3.231
F -0.219 -2.200 -3.542
C 0.290 -4.235 -0.477
F 1.618 -4.257 -0.612
F 0.011 -4.003 0.811
F -0.152 -5.470 -0.762
H -2.284 -2.850 -2.318
H -2.342 -3.915 -0.905
H -1.712 -4.532 -2.443

Results of the Löwdin charge analysis, in e, for atoms 1 through 4:
1. Au 0.932
2. F 0.150
3. C -0.122
4. C -0.127